C28H27N4O4STl as an isolated structure at a distorted geometry. Source: the Open Molecules 2025 dataset; level of theory: wB97M-V/def2-TZVPD.

Calculated values
spin multiplicity	1
energy above the lowest of the compared OMol25 structures with the same formula, charge and spin	8.9	kcal per mole
HOMO-LUMO gap	8.082	eV

Atoms and positions in Å:
Tl: -0.28 0.15 1.32
C: 0.78 1.98 6.09
C: -0.12 3.00 6.23
C: -0.75 3.45 5.11
C: -0.47 2.84 3.92
N: 0.26 1.72 3.80
C: 0.85 1.28 4.90
C: -0.92 3.44 2.60
C: -1.29 4.78 2.44
C: -1.74 5.30 1.24
C: -1.89 4.39 0.19
C: -1.56 3.09 0.44
N: -1.09 2.63 1.55
H: 1.43 1.73 6.90
H: -0.20 3.50 7.16
H: -1.42 4.30 5.25
H: 1.46 0.36 4.78
H: -1.18 5.53 3.30
H: -1.95 6.38 1.22
H: -2.12 4.79 -0.79
H: -1.72 2.37 -0.34
C: 4.87 -0.93 -2.04
N: 4.17 -0.18 -0.98
N: 3.36 -0.86 -0.11
C: 3.25 -0.12 1.09
O: 2.52 -0.48 1.97
C: 4.05 1.10 0.85
C: 4.57 1.01 -0.44
C: 5.43 1.93 -1.16
C: 2.26 -1.58 -0.64
C: 1.73 -1.28 -1.92
C: 0.82 -2.10 -2.49
C: 0.32 -3.19 -1.75
C: 0.78 -3.48 -0.49
C: 1.78 -2.66 0.07
H: 4.10 -1.66 -2.34
H: 5.75 -1.36 -1.56
H: 5.13 -0.22 -2.81
H: 4.11 1.90 1.51
H: 5.33 1.77 -2.24
H: 6.46 1.84 -0.83
H: 5.22 2.94 -0.99
H: 2.06 -0.37 -2.40
H: 0.41 -1.86 -3.48
H: -0.50 -3.79 -2.17
H: 0.41 -4.31 0.03
H: 2.24 -2.91 1.00
C: -4.28 -4.81 -4.25
C: -3.93 -3.67 -3.36
C: -3.94 -2.36 -3.76
C: -3.60 -1.36 -2.87
C: -3.38 -1.61 -1.50
C: -3.45 -2.93 -1.08
C: -3.73 -3.88 -2.00
S: -3.13 -0.13 -0.42
O: -4.34 0.67 -0.62
O: -1.83 0.46 -0.83
O: -2.97 -0.61 0.94
H: -5.37 -4.89 -4.47
H: -4.03 -5.79 -3.82
H: -3.77 -4.73 -5.20
H: -4.16 -2.04 -4.77
H: -3.63 -0.37 -3.29
H: -3.40 -3.25 -0.06
H: -3.79 -4.91 -1.65

Results of the Löwdin charge analysis, in e, for atoms 1 through 8:
1. Tl 1.051
2. C -0.063
3. C -0.065
4. C -0.028
5. C -0.217
6. N 0.074
7. C -0.111
8. C -0.185



C9H13K3N2O as an isolated structure at a distorted geometry. Source: the Open Molecules 2025 dataset; level of theory: wB97M-V/def2-TZVPD.

Calculated values
spin multiplicity	1
energy above the lowest of the compared OMol25 structures with the same formula, charge and spin	97.0	kcal per mole
HOMO-LUMO gap	5.486	eV
net charge	+2

Atoms and positions in Å:
K: 2.53 4.38 -0.77
K: 1.30 3.08 2.21
K: 4.18 2.42 1.28
C: 1.59 1.48 -0.07
O: 2.30 2.67 0.30
H: 2.21 0.81 -0.66
H: 1.12 1.00 0.78
H: 0.70 1.72 -0.66
N: -0.05 -0.24 -2.74
C: -1.32 -0.54 -3.21
C: -1.81 -1.48 -2.26
C: -0.84 -1.59 -1.30
C: 0.25 -0.85 -1.56
H: 0.62 0.30 -3.26
H: -1.69 -0.10 -4.13
H: -2.78 -1.97 -2.34
H: -0.92 -2.25 -0.45
H: 1.18 -0.72 -1.02
N: -1.12 -0.83 0.88
C: 0.11 -0.44 1.38
C: -0.02 -0.52 2.78
C: -1.30 -0.95 3.07
C: -1.98 -1.12 1.89
H: -1.32 -0.85 -0.11
H: 0.90 -0.22 0.67
H: 0.79 -0.39 3.48
H: -1.66 -1.24 4.05
H: -2.97 -1.54 1.75

Results of the Löwdin charge analysis, in e, for atoms 1 through 8:
1. K 1.037
2. K 1.004
3. K 1.024
4. C -0.278
5. O -1.132
6. H 0.094
7. H -0.014
8. H 0.106



One molecule with the formula C7H11NOS at a distorted geometry. Source: the Open Molecules 2025 dataset; level of theory: wB97M-V/def2-TZVPD.

Calculated values
spin multiplicity	1
energy above the lowest of the compared OMol25 structures with the same formula, charge and spin	78.1	kcal per mole
HOMO-LUMO gap (spin up / spin down)	8.421 / 8.421	eV

Atoms and positions in Å:
C: -0.78 1.98 -0.20
C: 0.59 0.80 1.63
C: 1.80 0.00 1.24
C: 0.92 0.07 -1.20
C: -0.40 0.77 0.50
C: 0.74 -1.38 -1.37
C: -2.37 -0.35 -0.10
N: -0.91 2.90 -0.89
O: -1.32 -0.30 0.74
S: 2.39 0.60 -0.38
H: 0.20 0.09 2.40
H: 0.76 1.82 1.85
H: 2.63 -0.13 1.97
H: 1.58 -1.15 1.02
H: 0.48 0.69 -1.97
H: -0.07 -1.48 -2.00
H: 0.50 -2.01 -0.50
H: 1.56 -1.91 -1.82
H: -2.35 -0.30 -1.24
H: -3.12 0.51 0.20
H: -2.82 -1.24 0.13

Results of the Löwdin charge analysis, in e, for atoms 1 through 8:
1. C -0.211
2. C -0.191
3. C -0.468
4. C -0.465
5. C -0.288
6. C -0.169
7. C -0.162
8. N 0.172



> Which value of spin multiplicity does entry 1 give?

1



> The lowest energy above the lowest of the compared OMol25 structures with the same formula, charge and spin belongs to which entry?

C28H27N4O4STl



> What is the spin multiplicity in the first record?

1